Density functional theory data (ωB97M-V/def2-TZVPD) for a cluster of 5 separate species, C29H70BrN4O3 in total.

Last column: Löwdin charge in e.
Cartesian coordinates (Å):
1 C 5.8034 -2.1490 -3.3650  -0.075
2 C 5.2340 -2.4844 -1.9668  -0.249
3 C 3.9824 -3.3422 -2.0951  -0.199
4 C 3.4278 -3.6125 -0.7461  -0.172
5 N 2.3103 -4.5733 -0.6579  -0.283
6 C 1.1015 -4.0828 -1.3892  -0.116
7 C -0.0973 -4.6646 -0.6772  -0.120
8 C 0.4060 -5.1468 0.7525  -0.109
9 C 1.8698 -4.6464 0.8147  -0.074
10 C 2.6922 -5.9674 -1.1614  0.079
11 H 6.1241 -3.0457 -3.8815  0.081
12 H 6.6058 -1.4228 -3.2099  0.072
13 H 4.9939 -1.6496 -3.9173  0.079
14 H 5.0797 -1.5627 -1.3928  0.096
15 H 5.9160 -3.0768 -1.3657  0.114
16 H 4.2247 -4.2895 -2.5692  0.121
17 H 3.3182 -2.7563 -2.6947  0.116
18 H 3.1419 -2.6903 -0.2190  0.141
19 H 4.2233 -4.0183 -0.1289  0.143
20 H 1.2065 -4.3631 -2.4105  0.130
21 H 1.0850 -2.9731 -1.3133  0.106
22 H -0.6635 -5.4333 -1.2159  0.126
23 H -0.7533 -3.8290 -0.4154  0.079
24 H 0.4129 -6.2434 0.8447  0.116
25 H -0.1100 -4.7064 1.6318  0.111
26 H 2.6596 -5.1985 1.3433  0.144
27 H 1.9687 -3.5930 1.1400  0.132
28 H 1.8191 -6.6126 -1.1266  0.118
29 H 3.4900 -6.2496 -0.4833  0.118
30 H 3.0611 -5.8248 -2.1571  0.092
31 C 6.9748 2.3276 -0.3594  -0.093
32 C 5.9606 1.2880 -0.7841  -0.252
33 C 4.7193 1.8347 -1.5299  -0.156
34 C 3.8667 2.5780 -0.5143  -0.171
35 N 2.8521 3.4593 -1.0814  -0.294
36 C 1.9584 4.0119 0.0422  -0.075
37 C 0.7078 4.4299 -0.6966  -0.137
38 C 0.6487 3.5368 -2.0066  -0.121
39 C 1.9007 2.6482 -1.9202  -0.119
40 C 3.4605 4.5566 -1.9324  0.072
41 H 6.6586 3.0107 0.4191  0.071
42 H 7.3351 2.8686 -1.2347  0.089
43 H 7.8121 1.7699 0.0125  0.077
44 H 5.6311 0.7673 0.1051  0.107
45 H 6.4842 0.5402 -1.4060  0.107
46 H 4.1636 1.0240 -2.0416  0.119
47 H 4.9596 2.6044 -2.2698  0.104
48 H 4.4559 3.1683 0.1941  0.139
49 H 3.3168 1.9173 0.1383  0.128
50 H 2.4753 4.8257 0.5550  0.145
51 H 1.7548 3.2008 0.7603  0.139
52 H 0.6396 5.4938 -0.9639  0.120
53 H -0.1864 4.1924 -0.1119  0.092
54 H 0.6016 4.1238 -2.9272  0.115
55 H -0.2087 2.8412 -2.0239  0.107
56 H 2.3527 2.3374 -2.8733  0.148
57 H 1.6402 1.8097 -1.2950  0.041
58 H 2.5935 5.1860 -2.1585  0.109
59 H 3.8500 4.0512 -2.8230  0.109
60 H 4.2310 5.0345 -1.3390  0.123
61 C -4.6133 1.3754 -1.6538  -0.044
62 O -4.3361 0.4275 -0.5824  -0.217
63 C -4.4934 -0.9061 -0.9865  -0.208
64 C -3.3219 -1.6339 -0.4348  -0.102
65 N -3.3958 -1.4849 1.0723  0.064
66 H -3.2849 -0.5042 1.3136  0.116
67 H -4.3870 -1.6824 1.2789  0.149
68 C -2.6689 -2.4815 1.9253  -0.099
69 C -3.5140 -3.6794 2.2775  -0.281
70 O -4.7142 -3.1313 2.5185  -0.219
71 C -5.7768 -4.0883 3.0302  0.030
72 H -5.1698 2.2071 -1.2354  0.070
73 H -5.2812 0.9525 -2.4070  0.095
74 H -3.6561 1.6692 -2.1436  0.109
75 H -4.5585 -0.9652 -2.0745  0.139
76 H -5.4192 -1.2711 -0.5432  0.140
77 H -2.3743 -1.2634 -0.7816  0.041
78 H -3.4210 -2.7134 -0.5245  0.137
79 H -2.3851 -1.9003 2.8225  0.148
80 H -1.7149 -2.7920 1.4687  0.102
81 H -3.0367 -4.2557 3.0696  0.143
82 H -3.6295 -4.3331 1.3789  0.141
83 H -6.6046 -3.5486 3.4951  0.095
84 H -5.3227 -4.7600 3.7758  0.097
85 H -6.0633 -4.6879 2.1509  0.098
86 C -3.9595 4.9706 1.4860  0.012
87 N -4.5180 3.9040 2.3339  -0.373
88 C -4.3575 4.2666 3.7803  0.028
89 C -6.0093 3.8737 2.0281  0.038
90 C -3.9250 2.5810 1.9796  -0.126
91 C -2.4376 2.4306 2.2061  -0.207
92 O -2.1724 1.0431 2.0499  -0.132
93 H -2.9119 5.1025 1.7524  0.111
94 H -4.5211 5.8376 1.7735  0.111
95 H -4.0758 4.7205 0.4180  0.130
96 H -3.3473 4.6174 3.9975  0.115
97 H -4.6498 3.4577 4.4376  0.122
98 H -5.0561 5.0856 3.9526  0.114
99 H -6.3964 4.8421 2.3425  0.116
100 H -6.5162 3.0757 2.5448  0.117
101 H -6.1295 3.7625 0.9620  0.104
102 H -4.2358 2.3564 0.9551  0.115
103 H -4.4413 1.8414 2.5889  0.145
104 H -2.1875 2.8249 3.2134  0.131
105 H -1.8955 3.0146 1.4035  0.129
106 H -1.3109 0.8489 1.6503  -0.085
107 Br 0.0539 -0.2360 0.0325  -0.217

Results
net charge = +3
HOMO level = -0.5496 Ha
total energy = -113329.9041 eV

***

Density functional theory data (ωB97M-V/def2-TZVPD) for a cluster of 2 separate species, C14H19F14N2O4S in total.

Last column: Löwdin charge in e.
Cartesian coordinates (Å):
1 C -4.8044 1.0603 1.2688  -0.001
2 C -4.0318 0.0653 0.3891  -0.544
3 O -3.5643 0.4619 -0.6267  0.082
4 N -3.8958 -1.2775 0.7872  0.052
5 C -2.5146 -1.5990 1.2130  -0.191
6 C -2.2705 -1.3935 2.7282  -0.174
7 C -0.9766 -2.1185 3.1917  -0.174
8 C 0.1865 -1.4266 2.4276  -0.236
9 N 1.5416 -1.7015 2.9519  -0.179
10 C 2.5567 -1.2820 1.9423  -0.175
11 C 2.4828 0.2286 1.5898  -0.025
12 C 2.5647 0.4921 0.0661  -0.425
13 F 3.0414 1.7476 -0.1005  0.117
14 F 3.5216 -0.3505 -0.3992  0.125
15 C 1.2501 0.2083 -0.7171  -0.358
16 F 1.1081 -1.0945 -0.8718  0.197
17 F 0.2272 0.5885 0.0898  0.130
18 C 1.0199 0.9810 -2.0463  -0.325
19 F 0.9843 2.3208 -1.8354  0.124
20 F -0.2301 0.6715 -2.4215  0.174
21 C 1.9785 0.6482 -3.2117  -0.365
22 F 2.1522 -0.6429 -3.3750  0.220
23 F 3.1937 1.1170 -2.8296  0.157
24 C 1.6779 1.3599 -4.5623  -0.342
25 F 2.7216 1.0813 -5.3506  0.180
26 F 1.6392 2.6983 -4.4600  0.151
27 C 0.3966 0.8932 -5.3384  -0.572
28 F 0.5845 1.0531 -6.6223  0.224
29 F -0.0121 -0.3080 -5.0399  0.229
30 F -0.5993 1.7417 -4.9949  0.143
31 S 1.7551 -3.3704 3.1183  0.626
32 O 1.1029 -4.0313 2.0372  -0.230
33 O 3.1295 -3.7049 3.1801  -0.227
34 F 1.1219 -3.7669 4.4961  -0.108
35 H -5.2522 0.5890 2.1531  0.074
36 H -5.6357 1.4630 0.6731  0.085
37 H -4.1668 1.9044 1.5480  0.082
38 H -4.4925 -1.4666 1.5882  0.107
39 H -1.8474 -0.9600 0.6179  0.099
40 H -2.2533 -2.6297 0.9216  0.129
41 H -3.1356 -1.6640 3.3476  0.117
42 H -2.1241 -0.3054 2.8570  0.113
43 H -0.8345 -1.9060 4.2592  0.121
44 H -1.0569 -3.1838 2.9594  0.107
45 H 0.1214 -1.7602 1.3793  0.107
46 H -0.0538 -0.3581 2.4276  0.110
47 H 3.5784 -1.4895 2.2704  0.127
48 H 2.4162 -1.9275 1.0586  0.121
49 H 1.6511 0.7610 2.0589  0.122
50 H 3.3899 0.7025 1.9876  0.138
51 O 0.0446 5.3060 -2.0307  0.360
52 H 0.5428 4.5367 -1.6696  0.181
53 H -0.5811 5.0273 -2.7354  0.210
54 H 0.6506 6.0102 -2.3460  0.210

Results
net charge = +1
HOMO level = -0.4332 Ha
total energy = -74867.2135 eV

***

Density functional theory data (ωB97M-V/def2-TZVPD) for a structure of composition C46H64BN6O2S5SbTi.

Last column: Löwdin charge in e.
Cartesian coordinates (Å):
1 Ti 0.4840 -0.0301 0.5789  0.214
2 C -3.5220 1.3407 -4.3765  -0.022
3 C -2.0721 1.8323 -4.3568  -0.539
4 C -1.8145 2.8399 -5.4798  -0.029
5 C -1.1569 0.6355 -4.5714  -0.081
6 N -1.8659 2.5377 -3.0578  0.017
7 C -2.6468 3.6510 -2.7734  -0.053
8 C -2.3108 4.0772 -1.5458  -0.077
9 N -1.3323 3.2449 -1.0661  -0.012
10 B -0.6743 3.4265 0.3172  -0.584
11 N 0.8428 3.7437 0.0100  0.051
12 C 1.0451 4.9285 -0.6683  -0.045
13 C 2.3473 5.0252 -0.9739  -0.045
14 N 2.9707 3.8820 -0.4977  0.007
15 C 2.0275 3.1101 0.1146  -0.615
16 S 2.2961 1.6448 0.9703  0.692
17 C 4.4506 3.7351 -0.6633  -0.540
18 C 4.7764 4.0278 -2.1323  -0.036
19 C 5.1172 4.7572 0.2575  -0.025
20 C 4.9882 2.3440 -0.3444  -0.084
21 N -0.9733 2.2410 1.2899  0.001
22 C -0.4483 2.4255 2.5755  -0.147
23 C -1.2998 1.9231 3.4653  -0.079
24 N -2.4033 1.4293 2.7714  0.015
25 C -2.2470 1.6887 1.4447  -0.660
26 S -3.3625 1.4277 0.2001  0.697
27 C -3.4424 0.6641 3.5330  -0.526
28 C -4.7731 0.4795 2.8100  -0.089
29 C -2.8330 -0.7048 3.8360  -0.027
30 C -3.7316 1.4306 4.8287  -0.038
31 C -1.0581 2.3054 -1.9868  -0.621
32 S 0.1537 1.0933 -1.7951  0.728
33 H -3.7034 0.7781 -5.2931  0.090
34 H -4.2375 2.1614 -4.3376  0.079
35 H -3.7047 0.6891 -3.5205  0.088
36 H -1.9575 2.3497 -6.4431  0.090
37 H -0.7896 3.2089 -5.4286  0.095
38 H -2.4905 3.6930 -5.4349  0.075
39 H -1.3946 0.2292 -5.5565  0.092
40 H -1.3222 -0.1359 -3.8248  0.035
41 H -0.1048 0.9066 -4.5479  0.065
42 H -3.3828 4.0247 -3.4586  0.116
43 H -2.7044 4.8799 -0.9501  0.126
44 H -1.1324 4.4309 0.8039  0.131
45 H 0.2336 5.6030 -0.8732  0.123
46 H 2.8788 5.8014 -1.4888  0.116
47 H 4.5825 5.0623 -2.4125  0.072
48 H 4.1971 3.3753 -2.7865  0.097
49 H 5.8353 3.8369 -2.3037  0.088
50 H 4.7860 5.7726 0.0370  0.080
51 H 6.1995 4.7162 0.1294  0.091
52 H 4.8841 4.5354 1.2995  0.094
53 H 4.4917 1.5711 -0.9289  0.074
54 H 4.8918 2.0889 0.7058  0.049
55 H 6.0484 2.3529 -0.6038  0.090
56 H 0.5209 2.8665 2.7202  0.103
57 H -1.1761 1.7881 4.5215  0.121
58 H -4.6837 -0.1615 1.9404  0.036
59 H -5.2019 1.4259 2.4871  0.073
60 H -5.4502 0.0096 3.5266  0.085
61 H -2.5746 -1.2130 2.9040  0.069
62 H -3.5444 -1.3194 4.3918  0.099
63 H -1.9197 -0.6199 4.4250  0.066
64 H -4.0043 2.4649 4.6140  0.096
65 H -2.8937 1.4252 5.5239  0.072
66 H -4.5699 0.9520 5.3341  0.087
67 O -1.2698 -1.0186 0.3328  -0.723
68 S -2.0785 -1.1526 -0.9721  0.892
69 C -3.4146 -2.2793 -0.4909  -0.295
70 C -3.3437 -3.4764 -1.4323  -0.217
71 C -1.8578 -3.7818 -1.5832  -0.210
72 C -1.1803 -2.4480 -1.8786  -0.288
73 H -4.3488 -1.7218 -0.5326  0.085
74 H -3.1955 -2.5451 0.5449  0.095
75 H -3.7825 -3.2188 -2.4006  0.114
76 H -3.9048 -4.3187 -1.0268  0.116
77 H -1.6549 -4.5128 -2.3664  0.121
78 H -1.4757 -4.1863 -0.6463  0.083
79 H -1.2160 -2.1696 -2.9332  0.085
80 H -0.1499 -2.3825 -1.5306  0.065
81 S 0.7684 -0.6083 2.5870  0.208
82 Sb -0.1082 -3.5121 2.4135  1.470
83 C 1.8144 -4.3201 2.9985  -0.347
84 C 2.7890 -3.4315 3.4521  -0.165
85 C 4.0366 -3.8834 3.8631  -0.092
86 C 4.3360 -5.2363 3.8282  -0.099
87 C 3.3698 -6.1333 3.3950  -0.092
88 C 2.1221 -5.6791 2.9900  -0.127
89 C -0.8135 -3.6001 4.4530  -0.361
90 C -1.7481 -4.5111 4.9370  -0.122
91 C -2.1578 -4.4828 6.2649  -0.096
92 C -1.6342 -3.5418 7.1380  -0.100
93 C -0.6906 -2.6367 6.6731  -0.092
94 C -0.2861 -2.6680 5.3465  -0.167
95 C -0.8478 -5.4090 1.6141  -0.393
96 C -0.0266 -5.9974 0.6451  -0.191
97 C -0.4165 -7.1151 -0.0755  -0.094
98 C -1.6695 -7.6756 0.1384  -0.099
99 C -2.5225 -7.0849 1.0578  -0.098
100 C -2.1156 -5.9655 1.7765  -0.143
101 H 2.5809 -2.3679 3.4760  0.032
102 H 4.7759 -3.1701 4.2068  0.101
103 H 5.3092 -5.5908 4.1436  0.097
104 H 3.5822 -7.1955 3.3768  0.099
105 H 1.3832 -6.4079 2.6843  0.084
106 H -2.1584 -5.2749 4.2928  0.065
107 H -2.8843 -5.2057 6.6158  0.099
108 H -1.9518 -3.5184 8.1727  0.097
109 H -0.2632 -1.9033 7.3462  0.101
110 H 0.4472 -1.9452 5.0055  0.048
111 H 0.9519 -5.5704 0.4407  0.089
112 H 0.2563 -7.5491 -0.8052  0.102
113 H -1.9796 -8.5549 -0.4115  0.097
114 H -3.5120 -7.4951 1.2200  0.099
115 H -2.8350 -5.5150 2.4501  0.081
116 C 2.6119 -2.8167 -1.6379  -0.044
117 C 2.7909 -1.5338 -0.8411  -0.503
118 C 3.8048 -1.7015 0.2766  -0.042
119 O 1.5455 -1.1536 -0.3056  -0.417
120 H 3.5739 -3.1657 -2.0177  0.083
121 H 1.9447 -2.6648 -2.4877  0.074
122 H 2.1957 -3.5958 -0.9942  0.078
123 H 3.1106 -0.7295 -1.5185  0.134
124 H 3.5127 -2.5233 0.9333  0.072
125 H 3.8731 -0.7933 0.8753  0.053
126 H 4.7889 -1.9244 -0.1428  0.086

Results
HOMO level = -0.2368 Ha
total energy = -146288.1365 eV

***

Density functional theory data (ωB97M-V/def2-TZVPD) for the molecule C15H20N4O2.

Last column: Löwdin charge in e.
Cartesian coordinates (Å):
1 C -5.7652 -2.0051 0.1276  -0.106
2 N -5.4971 -0.5882 0.0389  -0.228
3 C -4.7301 -0.0537 1.1517  -0.194
4 C -3.2170 -0.0072 0.9106  -0.105
5 C -2.9276 0.7925 -0.3338  -0.285
6 N -1.7993 1.2191 -0.7244  0.118
7 N -0.6814 1.0023 0.0049  0.059
8 C 0.5415 1.4389 -0.3567  -0.385
9 O 0.8502 2.0598 -1.3523  0.085
10 C 1.5792 1.0308 0.6998  -0.414
11 O 1.2693 0.3893 1.6917  0.053
12 N 2.7974 1.4760 0.3919  0.094
13 C 3.9903 1.1888 1.1575  -0.117
14 C 4.8913 0.2372 0.4119  -0.215
15 C 4.4724 -1.0691 0.1894  -0.035
16 C 5.2714 -1.9491 -0.5169  -0.080
17 C 6.4980 -1.5318 -1.0071  -0.092
18 C 6.9205 -0.2320 -0.7900  -0.086
19 C 6.1181 0.6505 -0.0866  -0.047
20 C -4.1144 1.0408 -1.2098  -0.115
21 C -4.9556 -0.2320 -1.2678  -0.199
22 H -6.2650 -2.2193 1.0709  0.082
23 H -4.8596 -2.6292 0.0550  0.086
24 H -6.4347 -2.2829 -0.6861  0.085
25 H -5.0838 0.9657 1.3465  0.119
26 H -4.9477 -0.6495 2.0401  0.118
27 H -2.8265 -1.0232 0.7838  0.129
28 H -2.7225 0.4310 1.7823  0.120
29 H -0.7078 0.4910 0.8918  0.132
30 H 2.8802 1.9564 -0.4968  0.150
31 H 3.6522 0.7390 2.0959  0.129
32 H 4.5141 2.1249 1.3726  0.125
33 H 3.5162 -1.3905 0.5762  0.115
34 H 4.9387 -2.9629 -0.6841  0.103
35 H 7.1231 -2.2191 -1.5575  0.101
36 H 7.8757 0.0977 -1.1712  0.102
37 H 6.4506 1.6654 0.0797  0.108
38 H -3.7783 1.3301 -2.2043  0.121
39 H -4.7144 1.8562 -0.8001  0.124
40 H -5.7978 -0.0953 -1.9550  0.121
41 H -4.3248 -1.0432 -1.6703  0.123

Results
SMILES string = CN1CCC(=NNC(=O)C(=O)NCc2ccccc2)CC1
HOMO level = -0.3150 Ha
total energy = -25934.8136 eV